Record 1
{
  "formula": "C13H6F9N2O6PdS3",
  "method": "wB97M-V/def2-TZVPD",
  "elements": ["Pd", "S", "C", "C", "C", "C", "C", "C", "C", "C", "C", "N", "H", "H", "H", "H", "H", "H", "F", "C", "F", "F", "S", "O", "O", "N", "S", "O", "O", "C", "F", "F", "F", "F", "C", "F", "F", "C", "O", "O"],
  "positions_angstrom": [[0.05, -0.30, -0.23], [4.38, -0.11, 0.17], [4.01, -0.19, -1.50], [2.67, -0.23, -1.77], [1.99, -0.22, -0.55], [2.72, -0.16, 0.59], [2.01, -0.12, 1.84], [2.50, -0.02, 3.13], [1.60, 0.03, 4.18], [0.23, -0.02, 3.94], [-0.21, -0.13, 2.64], [0.68, -0.19, 1.64], [4.81, -0.19, -2.22], [2.23, -0.29, -2.76], [3.57, 0.03, 3.30], [1.96, 0.11, 5.20], [-0.49, 0.02, 4.74], [-1.26, -0.19, 2.37], [-4.05, 0.98, -3.54], [-3.02, 0.17, -3.52], [-3.41, -1.08, -3.37], [-2.29, 0.30, -4.61], [-1.99, 0.58, -2.03], [-2.78, 0.48, -0.85], [-0.88, -0.44, -2.08], [-1.43, 2.00, -2.38], [-0.48, 2.70, -1.36], [-0.01, 1.75, -0.29], [0.54, 3.48, -1.97], [-1.54, 3.85, -0.37], [-2.23, 4.60, -1.20], [-0.75, 4.60, 0.39], [-2.36, 3.15, 0.40], [-0.91, -4.61, 1.56], [-1.05, -4.20, 0.30], [-2.25, -4.54, -0.13], [-0.13, -4.79, -0.44], [-0.90, -2.66, 0.27], [-1.77, -1.92, 0.69], [0.23, -2.23, -0.19]],
  "charge": 1,
  "homo_lumo_gap_ev": 7.109,
  "homo_energy_ev": -12.864,
  "energy_ha": -3280.860530,
  "relative_energy_kj_mol": 0.0,
  "spin_multiplicity": 1
}

***

Record 2
{
  "formula": "C13H7AlN4O6S3SbSe",
  "method": "wB97M-V/def2-TZVPD",
  "elements": ["Al", "S", "Sb", "S", "S", "O", "C", "O", "C", "C", "C", "C", "C", "C", "N", "O", "O", "N", "O", "O", "H", "H", "H", "Se", "N", "C", "C", "C", "C", "C", "C", "N", "H", "H", "H", "H"],
  "positions_angstrom": [[2.95, 1.15, 0.24], [7.66, 1.60, 1.16], [5.45, 1.83, 1.82], [4.01, -0.11, 1.69], [4.04, 3.09, 0.12], [2.73, -1.87, -1.58], [2.01, -0.92, -1.56], [2.31, 0.37, -1.24], [0.60, -0.98, -2.03], [-0.32, 0.07, -2.08], [-1.67, -0.30, -2.12], [-2.15, -1.57, -2.07], [-1.21, -2.55, -2.39], [0.16, -2.30, -2.29], [-1.52, -3.98, -2.53], [-0.59, -4.79, -2.59], [-2.75, -4.27, -2.59], [-2.66, 0.72, -2.02], [-3.74, 0.48, -1.48], [-2.37, 1.71, -2.68], [0.06, 1.09, -2.09], [-3.20, -1.80, -1.82], [0.89, -3.11, -2.32], [0.74, 3.52, 1.01], [1.17, 1.72, 1.09], [0.26, 1.26, 1.98], [-0.45, 0.04, 1.72], [-1.68, -0.02, 2.33], [-2.01, 0.71, 3.50], [-1.36, 1.85, 3.76], [-0.53, 2.29, 2.70], [0.04, 3.48, 2.74], [-0.18, -0.64, 0.88], [-2.42, -0.79, 2.03], [-2.91, 0.53, 4.06], [-1.36, 2.48, 4.65]],
  "charge": 0,
  "homo_lumo_gap_ev": [5.616, 4.527],
  "homo_energy_ev": [-8.487, -8.780],
  "energy_ha": -5248.560170,
  "relative_energy_kj_mol": 338.0,
  "s_squared": 1.80,
  "spin_multiplicity": 2
}

***

Record 3
{
  "formula": "C13H7ClN7O6S",
  "method": "wB97M-V/def2-TZVPD",
  "elements": ["N", "C", "C", "C", "C", "C", "S", "C", "Cl", "O", "O", "C", "C", "H", "H", "H", "H", "H", "O", "N", "O", "C", "C", "C", "N", "O", "O", "C", "N", "N", "N", "N", "C", "H", "H"],
  "positions_angstrom": [[-7.73, 1.10, 1.41], [-6.63, 0.87, 1.08], [-5.24, 0.69, 0.72], [-4.64, -0.58, 0.66], [-3.27, -0.71, 0.34], [-2.48, 0.42, 0.12], [-0.77, 0.25, -0.45], [0.45, 0.28, 0.99], [-0.04, 1.79, 1.94], [-0.49, -1.12, -0.91], [-0.45, 1.40, -1.26], [-3.10, 1.67, 0.11], [-4.45, 1.81, 0.42], [-5.25, -1.46, 0.85], [-2.84, -1.70, 0.28], [0.13, -0.61, 1.61], [-2.55, 2.58, -0.15], [-4.93, 2.79, 0.43], [5.72, -0.22, -2.96], [5.15, -1.07, -2.25], [5.54, -2.26, -2.23], [3.99, -0.73, -1.39], [3.29, -1.68, -0.68], [2.23, -1.41, 0.17], [1.72, -2.43, 1.00], [2.10, -3.60, 0.83], [0.92, -2.11, 1.94], [1.78, 0.02, 0.50], [2.48, 0.90, -0.36], [2.47, 2.28, -0.16], [3.48, 2.76, -0.80], [4.20, 1.79, -1.42], [3.59, 0.62, -1.14], [3.64, -2.71, -0.74], [1.95, 0.36, 1.53]],
  "charge": -1,
  "homo_lumo_gap_ev": 6.391,
  "homo_energy_ev": -5.177,
  "energy_ha": -2192.487317,
  "spin_multiplicity": 1
}

***

Record 4
{
  "formula": "C13H7N4O4S",
  "method": "wB97M-V/def2-TZVPD",
  "elements": ["C", "C", "N", "C", "C", "C", "C", "C", "C", "C", "N", "H", "H", "H", "H", "H", "O", "N", "O", "C", "C", "C", "N", "O", "O", "C", "S", "H", "H"],
  "positions_angstrom": [[0.85, -0.43, 1.59], [1.59, -1.61, 1.81], [2.18, -2.62, 1.94], [-0.57, -0.41, 1.88], [-1.31, 0.80, 1.88], [-2.69, 0.78, 2.05], [-3.37, -0.43, 2.23], [-2.65, -1.63, 2.29], [-1.26, -1.63, 2.12], [1.55, 0.79, 1.50], [2.09, 1.83, 1.41], [-0.77, 1.75, 1.75], [-3.24, 1.73, 2.04], [-4.46, -0.44, 2.33], [-3.16, -2.57, 2.47], [-0.70, -2.57, 2.17], [-0.59, 1.95, -4.79], [-0.76, 0.94, -4.08], [-1.75, 0.17, -4.18], [0.19, 0.59, -3.08], [1.37, 1.21, -2.77], [1.97, 0.51, -1.71], [3.34, 0.64, -1.34], [3.79, -0.21, -0.54], [4.02, 1.57, -1.81], [1.22, -0.59, -1.23], [-0.18, -0.85, -2.13], [1.78, 2.08, -3.27], [1.55, -1.35, -0.54]],
  "charge": -1,
  "homo_lumo_gap_ev": 5.247,
  "homo_energy_ev": -4.054,
  "energy_ha": -1417.619049,
  "relative_energy_kj_mol": 72.2,
  "spin_multiplicity": 1
}

***

Record 5
{
  "formula": "C13H8BCl3F3GeNRhS2",
  "method": "wB97M-V/def2-TZVPD",
  "elements": ["Rh", "S", "C", "N", "C", "C", "C", "C", "C", "C", "S", "H", "H", "H", "H", "Cl", "Ge", "Cl", "Cl", "F", "C", "C", "C", "C", "C", "C", "H", "H", "H", "H", "F", "B", "F"],
  "positions_angstrom": [[0.66, -1.23, -0.15], [2.99, -1.19, 0.30], [2.69, 0.49, 0.04], [1.43, 0.81, -0.15], [1.24, 2.17, -0.31], [0.03, 2.82, -0.51], [0.03, 4.19, -0.65], [1.22, 4.92, -0.59], [2.44, 4.28, -0.39], [2.43, 2.90, -0.25], [3.78, 1.83, 0.03], [-0.89, 2.24, -0.54], [-0.90, 4.72, -0.80], [1.20, 5.99, -0.70], [3.36, 4.85, -0.34], [-1.51, -0.34, 2.67], [0.47, -1.07, 2.15], [0.67, -2.97, 3.16], [1.71, 0.30, 3.25], [-4.32, -1.50, 1.01], [-3.20, -1.92, 0.42], [-2.60, -3.07, 0.90], [-1.44, -3.51, 0.30], [-0.89, -2.81, -0.80], [-1.53, -1.63, -1.25], [-2.70, -1.18, -0.63], [-3.03, -3.59, 1.75], [-0.94, -4.40, 0.66], [-1.20, -1.15, -2.15], [-3.21, -0.29, -0.96], [0.87, -4.56, -1.29], [0.33, -3.39, -1.57], [0.83, -2.71, -2.61]],
  "charge": 0,
  "homo_lumo_gap_ev": [6.927, 6.828],
  "homo_energy_ev": [-8.248, -8.386],
  "energy_ha": -5244.111767,
  "relative_energy_kj_mol": 6.8,
  "s_squared": 0.76,
  "spin_multiplicity": 2
}

***

Record 6
{
  "formula": "C13H8Co2N2O6",
  "method": "wB97M-V/def2-TZVPD",
  "elements": ["C", "C", "N", "C", "C", "N", "H", "H", "H", "H", "H", "O", "C", "Co", "C", "O", "C", "O", "C", "C", "C", "Co", "C", "O", "C", "O", "C", "O", "H", "H", "H"],
  "positions_angstrom": [[-2.69, 3.73, -0.44], [-1.23, 3.83, -0.50], [-0.61, 4.98, -0.91], [0.73, 4.73, -0.84], [0.90, 3.39, -0.39], [-0.32, 2.84, -0.18], [-3.00, 2.69, -0.44], [-3.06, 4.22, 0.47], [-3.12, 4.25, -1.30], [1.51, 5.45, -1.07], [1.84, 2.88, -0.25], [4.23, -2.20, 1.25], [3.20, -2.58, 0.88], [1.64, -3.15, 0.32], [1.90, -2.63, -1.35], [2.12, -2.29, -2.43], [2.10, -4.84, 0.49], [2.41, -5.95, 0.61], [0.74, -1.79, 1.47], [0.06, -0.68, 1.03], [-0.19, 0.65, 1.03], [-0.67, -2.21, 0.37], [-0.74, -1.54, -1.26], [-0.80, -1.11, -2.32], [-2.41, -2.09, 0.71], [-3.55, -1.98, 0.88], [-0.49, -3.99, -0.08], [-0.88, -5.05, -0.38], [0.98, -1.94, 2.53], [-1.12, 1.00, 0.59], [0.49, 1.37, 1.49]],
  "charge": -2,
  "homo_lumo_gap_ev": 5.835,
  "homo_energy_ev": -0.857,
  "energy_ha": -3826.595263,
  "relative_energy_kj_mol": 0.0,
  "spin_multiplicity": 1
}

***

Record 7
{
  "formula": "C13H8FNO2S",
  "method": "wB97M-V/def2-TZVPD",
  "elements": ["O", "O", "F", "C", "C", "C", "C", "C", "C", "C", "C", "C", "C", "C", "C", "C", "N", "S", "H", "H", "H", "H", "H", "H", "H", "H"],
  "positions_angstrom": [[2.06, 0.54, -1.42], [-0.69, -2.48, 0.29], [4.64, 1.20, 2.82], [1.05, 0.07, -0.88], [-1.26, -0.16, -3.89], [2.68, -1.81, 3.10], [-2.44, -0.72, -3.37], [3.65, -0.85, 3.29], [-0.23, 0.27, -3.13], [1.61, -1.53, 2.22], [2.75, 0.45, 1.57], [-2.47, -0.97, -2.01], [3.66, 0.31, 2.55], [-0.18, 0.01, -1.79], [1.69, -0.46, 1.37], [-1.26, -0.62, -1.31], [0.78, -0.26, 0.44], [-0.86, -1.02, 0.41], [-1.24, 0.08, -4.95], [2.64, -2.77, 3.73], [-3.30, -0.91, -4.01], [4.37, -1.06, 3.98], [0.63, 0.65, -3.62], [0.87, -2.37, 2.06], [2.73, 1.25, 0.93], [-3.36, -1.47, -1.59]],
  "charge": 0,
  "homo_lumo_gap_ev": 8.818,
  "homo_energy_ev": -8.998,
  "energy_ha": -1203.409167,
  "relative_energy_kj_mol": 8.3,
  "spin_multiplicity": 1
}

***

Record 8
{
  "formula": "C13H8N2",
  "method": "wB97M-V/def2-TZVPD",
  "elements": ["N", "C", "C", "C", "C", "C", "C", "C", "C", "C", "C", "N", "C", "C", "C", "H", "H", "H", "H", "H", "H", "H", "H"],
  "positions_angstrom": [[0.75, -3.12, 3.24], [0.34, -2.26, 2.58], [-0.19, -1.14, 1.87], [-0.18, 0.18, 2.32], [-0.91, 0.98, 1.29], [-1.99, -0.06, 0.90], [-0.98, -1.14, 0.57], [-0.10, -0.40, -0.43], [0.59, -0.79, -1.56], [1.25, 0.21, -2.29], [1.92, -0.16, -3.50], [2.44, -0.49, -4.51], [1.26, 1.58, -1.83], [0.58, 1.90, -0.65], [-0.09, 0.92, 0.02], [0.22, 0.54, 3.24], [-1.27, 1.94, 1.60], [-2.65, -0.35, 1.68], [-2.57, 0.32, 0.01], [-1.36, -2.09, 0.17], [0.61, -1.81, -1.95], [1.73, 2.33, -2.44], [0.62, 2.92, -0.32]],
  "charge": 0,
  "homo_lumo_gap_ev": 9.019,
  "homo_energy_ev": -9.357,
  "energy_ha": -609.644349,
  "relative_energy_kj_mol": 0.0,
  "smiles": "N#CC1=C[C@@H]2C[C@H]1c1cc(C#N)ccc12",
  "spin_multiplicity": 1
}

***

Record 9
{
  "formula": "C13H9Cl2NO2S",
  "method": "wB97M-V/def2-TZVPD",
  "elements": ["C", "C", "O", "C", "C", "C", "C", "C", "N", "C", "O", "C", "C", "C", "Cl", "S", "C", "Cl", "C", "H", "H", "H", "H", "H", "H", "H", "H", "H"],
  "positions_angstrom": [[2.92, 0.09, 3.24], [2.11, -1.12, 2.86], [2.36, -2.22, 3.30], [0.99, -0.91, 1.90], [0.24, -2.02, 1.52], [-0.82, -1.89, 0.64], [-1.15, -0.65, 0.13], [-0.39, 0.47, 0.47], [-0.68, 1.74, -0.04], [-1.14, 2.10, -1.27], [-1.50, 3.23, -1.50], [-1.14, 1.04, -2.32], [-2.26, 0.82, -3.17], [-2.03, -0.12, -4.11], [-3.13, -0.68, -5.29], [-0.42, -0.77, -4.03], [-0.08, 0.27, -2.67], [1.48, 0.26, -1.97], [0.66, 0.34, 1.37], [3.37, 0.54, 2.36], [3.70, -0.21, 3.94], [2.28, 0.83, 3.73], [0.51, -2.98, 1.93], [-1.40, -2.75, 0.37], [-1.99, -0.54, -0.53], [-0.52, 2.52, 0.58], [-3.19, 1.36, -3.06], [1.22, 1.22, 1.64]],
  "charge": 0,
  "homo_lumo_gap_ev": 8.961,
  "homo_energy_ev": -8.997,
  "energy_ha": -2024.613602,
  "relative_energy_kj_mol": 0.0,
  "smiles": "CC(=O)c1cccc(NC(=O)c2cc(Cl)sc2Cl)c1",
  "spin_multiplicity": 1
}

***

Record 10
{
  "formula": "C13H9F",
  "method": "wB97M-V/def2-TZVPD",
  "elements": ["C", "C", "C", "C", "C", "C", "C", "C", "C", "C", "C", "C", "C", "F", "H", "H", "H", "H", "H", "H", "H", "H", "H"],
  "positions_angstrom": [[2.32, -1.33, 0.39], [-2.41, -1.86, -0.30], [1.18, -2.14, 0.34], [-1.16, -2.43, -0.15], [2.15, 0.04, 0.30], [-2.57, -0.51, -0.33], [-0.05, -1.54, 0.00], [-0.22, -0.15, -0.13], [0.92, 0.71, 0.01], [-1.55, 0.43, -0.07], [1.03, 1.89, -0.70], [-1.98, 1.54, 0.64], [1.38, 3.22, -0.27], [-3.15, 2.12, 0.24], [3.28, -1.70, 0.71], [-3.33, -2.53, -0.38], [1.17, -3.20, 0.31], [-0.98, -3.54, 0.09], [3.08, 0.61, 0.34], [-3.58, -0.21, -0.40], [0.89, 3.89, -0.94], [2.53, 3.34, -0.55], [1.04, 3.34, 0.86]],
  "charge": 0,
  "homo_lumo_gap_ev": [6.034, 6.524],
  "homo_energy_ev": [-7.202, -7.660],
  "energy_ha": -600.356314,
  "relative_energy_kj_mol": 0.0,
  "spin_multiplicity": 1
}

***

Record 11
{
  "formula": "C13H9N3O5PdS",
  "method": "wB97M-V/def2-TZVPD",
  "elements": ["Pd", "O", "C", "C", "C", "N", "C", "C", "C", "O", "O", "C", "O", "O", "H", "H", "H", "N", "C", "S", "C", "C", "C", "N", "C", "C", "H", "H", "H", "H", "H", "H"],
  "positions_angstrom": [[-0.07, -0.21, 0.05], [6.16, 0.68, -0.01], [4.87, 0.57, -0.08], [4.16, 0.23, -1.26], [2.79, 0.13, -1.18], [2.13, 0.32, -0.05], [2.77, 0.65, 1.06], [4.13, 0.78, 1.11], [1.75, 0.90, 2.29], [2.24, 1.36, 3.28], [0.59, 0.54, 2.00], [1.79, -0.17, -2.42], [2.30, -0.16, -3.50], [0.62, -0.37, -2.02], [6.65, 0.58, -0.85], [4.66, 0.07, -2.21], [4.66, 1.05, 2.01], [0.69, -7.19, 1.70], [-0.45, -6.54, 1.52], [-1.91, -7.34, 1.68], [-0.43, -5.10, 1.19], [-1.62, -4.39, 1.00], [-1.58, -3.04, 0.68], [-0.43, -2.38, 0.56], [0.72, -3.04, 0.74], [0.76, -4.38, 1.06], [0.70, -8.17, 1.93], [1.60, -6.75, 1.62], [-2.57, -4.90, 1.09], [-2.50, -2.48, 0.53], [1.64, -2.47, 0.64], [1.74, -4.82, 1.19]],
  "charge": 2,
  "homo_lumo_gap_ev": [6.554, 4.065],
  "homo_energy_ev": [-15.123, -14.630],
  "energy_ha": -1566.576544,
  "relative_energy_kj_mol": 0.0,
  "s_squared": 6.02,
  "spin_multiplicity": 5
}

***

Record 12
{
  "formula": "C13H9N6O8S",
  "method": "wB97M-V/def2-TZVPD",
  "elements": ["O", "N", "C", "C", "N", "O", "C", "N", "O", "O", "C", "C", "N", "O", "O", "N", "C", "H", "C", "C", "C", "C", "C", "S", "N", "O", "O", "C", "C", "H", "H", "H", "H", "H", "H", "H", "H"],
  "positions_angstrom": [[-4.10, -2.83, -5.44], [-3.52, -1.83, -5.06], [-2.69, -1.51, -3.99], [-2.43, -0.11, -4.08], [-3.13, 0.46, -5.10], [-3.78, -0.61, -5.70], [-1.57, 0.50, -3.11], [-0.93, 1.80, -3.24], [-1.48, 2.77, -3.81], [0.22, 1.90, -2.75], [-1.04, -0.28, -2.02], [-1.15, -1.71, -2.14], [-0.42, -2.72, -1.53], [0.54, -2.70, -0.77], [-0.90, -3.93, -2.03], [-1.88, -3.73, -3.01], [-1.96, -2.36, -3.09], [0.46, 0.15, -0.76], [2.28, 0.37, 6.13], [1.96, 0.56, 4.68], [1.18, 1.67, 4.31], [0.96, 1.93, 2.96], [1.54, 1.12, 2.00], [1.46, 1.64, 0.25], [-0.55, 0.25, -0.93], [0.87, 2.96, 0.26], [2.77, 1.41, -0.34], [2.17, -0.07, 2.36], [2.40, -0.34, 3.71], [2.90, -0.52, 6.26], [2.81, 1.23, 6.54], [1.36, 0.24, 6.70], [0.79, 2.35, 5.06], [0.36, 2.78, 2.65], [-0.91, 1.14, -0.57], [2.48, -0.77, 1.59], [2.97, -1.22, 4.01]],
  "charge": -1,
  "homo_lumo_gap_ev": 4.645,
  "homo_energy_ev": -3.683,
  "energy_ha": -1829.043111,
  "spin_multiplicity": 1
}